Record 1
# C39H57LaN13O3PS

A molecular structure, C39H57LaN13O3PS at a distorted geometry (the ωB97M-V functional and the def2-TZVPD basis, the OMol25 dataset).

The geometry in XYZ format:
```
115
C39H57LaN13O3PS the ωB97M-V functional and the def2-TZVPD basis
La -0.163 0.291 0.695
O -2.183 1.582 -0.090
N -2.479 1.741 -1.340
C -3.770 1.798 -1.707
C -4.159 1.992 -3.010
C -3.174 2.141 -3.986
C -1.854 2.079 -3.607
C -1.479 1.863 -2.276
S 0.152 1.788 -1.794
H -4.473 1.687 -0.894
H -5.208 2.025 -3.260
H -3.435 2.322 -5.017
H -1.055 2.182 -4.322
N 2.197 0.395 3.930
C 2.441 -0.531 2.940
N 3.495 -1.340 2.918
N 3.339 -2.056 1.816
N 2.260 -1.710 1.203
N 1.648 -0.732 1.873
C 0.944 0.855 4.180
N 0.641 1.647 5.227
N -0.642 1.842 5.166
N -1.096 1.215 4.123
N -0.146 0.560 3.465
H 2.870 0.459 4.679
C -1.568 8.072 5.025
C -1.322 6.795 4.276
C -0.035 6.347 4.001
C 0.203 5.178 3.303
C 1.611 4.735 3.062
C -0.889 4.403 2.830
C -0.760 3.201 2.058
O 0.283 2.625 1.647
C -2.208 4.856 3.123
C -3.423 4.099 2.671
C -2.393 6.024 3.830
H -0.641 8.455 5.445
H -2.281 7.910 5.833
H -1.984 8.833 4.361
H 0.806 6.937 4.347
H 2.321 5.482 3.417
H 1.783 4.549 2.003
H 1.800 3.797 3.584
H -1.717 2.743 1.783
H -3.416 3.948 1.592
H -4.320 4.659 2.931
H -3.481 3.119 3.146
H -3.403 6.355 4.044
C -5.585 -1.815 2.825
N -4.478 -1.280 2.089
C -3.961 -2.016 0.969
C -2.616 -1.316 0.772
O -1.847 -1.507 -0.179
N -2.396 -0.471 1.763
C -3.488 -0.436 2.575
N -3.551 0.343 3.591
H -6.391 -2.042 2.124
H -5.949 -1.084 3.545
H -5.315 -2.735 3.363
H -4.608 -1.937 0.089
H -3.812 -3.080 1.201
H -2.115 1.030 3.900
H -4.408 0.305 4.127
C 1.446 -6.053 -0.700
C 2.513 -5.252 0.039
C 2.831 -3.956 -0.717
C 1.570 -3.380 -1.379
C 0.338 -3.791 -0.571
C 0.111 -5.303 -0.642
P 1.443 -1.506 -1.548
C 3.128 -0.829 -2.076
C 3.912 -0.343 -0.861
C 5.152 0.462 -1.257
C 5.867 -0.157 -2.467
C 5.485 -1.624 -2.610
C 4.004 -1.725 -2.970
C 0.634 -1.378 -3.265
C -0.889 -1.503 -3.175
C -1.484 -1.367 -4.572
C -1.103 -2.577 -5.437
C 0.123 -3.291 -4.867
C 1.164 -2.274 -4.405
H 1.335 -7.049 -0.263
H 1.753 -6.184 -1.743
H 3.426 -5.843 0.148
H 2.156 -5.021 1.042
H 3.587 -4.180 -1.474
H 3.251 -3.244 -0.015
H 1.475 -3.815 -2.379
H -0.546 -3.268 -0.932
H 0.487 -3.472 0.461
H -0.487 -5.553 -1.524
H -0.458 -5.621 0.236
H 2.846 0.072 -2.638
H 4.213 -1.195 -0.257
H 3.258 0.287 -0.253
H 5.832 0.494 -0.403
H 4.874 1.492 -1.486
H 6.950 -0.052 -2.363
H 5.563 0.363 -3.380
H 5.680 -2.151 -1.676
H 6.083 -2.101 -3.393
H 3.709 -2.768 -2.888
H 3.882 -1.419 -4.012
H 0.835 -0.329 -3.525
H -1.272 -0.726 -2.515
H -1.191 -2.460 -2.751
H -1.103 -0.449 -5.023
H -2.571 -1.271 -4.519
H -0.881 -2.250 -6.457
H -1.934 -3.285 -5.491
H 0.558 -3.949 -5.625
H -0.167 -3.920 -4.023
H 1.432 -1.652 -5.264
H 2.061 -2.809 -4.106
```

Computed properties:
* ΔE to the lowest compared entry with this formula, charge and spin: 23.9 kcal/mol
* electronic energy: -3229.174123 a.u.
* total charge: -1
* HOMO energy (alpha / beta): -1.7782 / -5.1528 eV
* 2S+1: 2

Record 2
# C4H10O3

2 unconnected molecules or ions with the total composition C4H10O3 at a distorted geometry (the ωB97M-V functional and the def2-TZVPD basis, the OMol25 dataset).

The geometry in XYZ format:
```
17
C4H10O3 the ωB97M-V functional and the def2-TZVPD basis
O 2.456 0.372 -1.037
C 1.709 -0.196 -1.774
C 0.225 -0.019 -1.732
C -0.317 1.020 -0.755
C -1.775 1.393 -1.086
O -0.128 0.516 0.540
H 2.077 -0.858 -2.579
H -0.325 -0.924 -1.467
H -0.191 0.100 -2.737
H 0.258 1.943 -0.898
H -2.064 0.975 -2.053
H -1.877 2.474 -1.230
H -2.517 1.065 -0.358
H -0.606 1.047 1.182
H 1.027 -3.025 4.535
H 1.187 -2.583 6.001
O 0.861 -3.299 5.447
```

Computed properties:
* ΔE to the lowest compared entry with this formula, charge and spin: 34.7 kcal/mol
* electronic energy: -384.094404 a.u.
* total charge: 0
* SMILES string: C[C@@H](O)CC=O.O
* HOMO energy: -9.8500 eV

Record 3
# C32H26I2O3PSW

A molecular structure, C32H26I2O3PSW (the ωB97M-V functional and the def2-TZVPD basis, the OMol25 dataset).

The geometry in XYZ format:
```
66
C32H26I2O3PSW the ωB97M-V functional and the def2-TZVPD basis
W 0.214 0.534 -1.884
I -2.042 1.759 -0.556
C -3.416 1.090 -2.105
I 0.358 2.626 -3.348
H -4.030 1.955 -2.343
H -4.016 0.334 -1.608
O 3.176 -1.945 -1.850
C 3.013 -0.809 -1.687
O 1.770 -0.198 -2.362
C 3.748 0.264 -1.002
C 5.126 0.244 -1.171
C 5.910 1.229 -0.579
C 5.317 2.207 0.198
C 3.938 2.206 0.403
C 3.132 1.247 -0.200
P 1.400 1.152 0.332
C 1.277 -0.133 1.571
C 2.442 -0.706 2.085
C 2.353 -1.669 3.079
C 1.113 -2.060 3.560
C -0.051 -1.491 3.048
C 0.026 -0.534 2.056
C 0.877 2.739 0.974
C 0.273 2.812 2.233
C -0.152 4.043 2.715
C 0.029 5.189 1.955
C 0.646 5.119 0.708
C 1.065 3.899 0.213
H 5.578 -0.529 -1.780
H 6.981 1.222 -0.730
H 5.922 2.971 0.668
H 3.501 2.951 1.054
H 3.417 -0.400 1.730
H 3.255 -2.107 3.483
H 1.049 -2.805 4.341
H -1.017 -1.792 3.432
H -0.885 -0.099 1.663
H 0.161 1.929 2.848
H -0.608 4.105 3.694
H -0.296 6.147 2.339
H 0.809 6.020 0.132
H 1.568 3.855 -0.746
O -0.165 -1.082 -0.785
S -0.895 -2.425 -1.257
C -2.014 -1.621 -2.367
C -3.149 -2.179 -2.799
C -3.928 -1.507 -3.839
C -3.688 -0.224 -4.115
C -2.653 0.555 -3.315
C -1.473 -0.346 -2.930
C -1.851 -2.989 0.074
C -1.472 -4.234 0.577
C -2.189 -4.768 1.638
C -3.250 -4.057 2.177
C -3.614 -2.805 1.671
C -2.918 -2.262 0.612
H -3.489 -3.132 -2.410
H -4.703 -2.062 -4.349
H -4.273 0.317 -4.849
H -2.295 1.386 -3.919
H -0.880 -0.567 -3.844
H -0.644 -4.778 0.138
H -1.925 -5.739 2.032
H -3.814 -4.479 2.998
H -4.450 -2.272 2.103
H -3.195 -1.302 0.196
```

Computed properties:
* ΔE to the lowest compared entry with this formula, charge and spin: 0.0 kcal/mol
* electronic energy: -2861.764651 a.u.
* total charge: +3
* HOMO energy (alpha / beta): -17.3120 / -17.3120 eV

Record 4
# ClIZn

A molecular structure, ClIZn at a distorted geometry (the ωB97M-V functional and the def2-TZVPD basis, the OMol25 dataset).

The geometry in XYZ format:
```
3
ClIZn the ωB97M-V functional and the def2-TZVPD basis
Zn 0.068 0.267 -1.332
I 2.762 -2.223 0.691
Cl -2.830 1.955 0.642
```

Computed properties:
* ΔE to the lowest compared entry with this formula, charge and spin: 145.9 kcal/mol
* electronic energy: -2537.028991 a.u.
* total charge: 0
* HOMO energy: -9.0403 eV

Record 5
# C22H44NO4PtS3Si

A molecular structure, C22H44NO4PtS3Si (the ωB97M-V functional and the def2-TZVPD basis, the OMol25 dataset).

The geometry in XYZ format:
```
76
C22H44NO4PtS3Si the ωB97M-V functional and the def2-TZVPD basis
Pt -0.230 1.452 0.890
C 0.811 3.075 5.054
C 0.215 2.724 3.727
S 1.153 1.913 2.610
C -1.103 3.098 3.390
C -1.948 3.919 4.313
S -1.764 2.665 1.925
H 1.823 2.689 5.144
H 0.208 2.665 5.867
H 0.840 4.159 5.182
H -1.955 3.486 5.314
H -2.973 3.985 3.955
H -1.544 4.931 4.394
O 1.311 0.312 0.002
C 2.217 0.743 -0.740
C 2.243 2.115 -1.317
C 1.430 1.958 -2.634
C 1.792 0.769 -3.548
C 1.425 -0.638 -3.024
C 2.443 -1.237 -2.037
N 3.084 -0.136 -1.283
H 3.269 2.419 -1.535
H 1.780 2.852 -0.662
H 1.548 2.886 -3.196
H 0.372 1.881 -2.371
H 2.851 0.811 -3.829
H 1.244 0.925 -4.478
H 1.319 -1.319 -3.869
H 0.444 -0.584 -2.545
H 3.242 -1.768 -2.549
H 1.973 -1.926 -1.340
H 3.792 0.325 -1.835
C -3.876 0.214 3.779
C -4.029 -0.500 2.445
C -5.413 -1.119 2.315
C -2.936 -1.547 2.277
O -3.913 0.520 1.423
Si -3.686 0.433 -0.172
S -1.543 0.449 -0.637
O -4.370 1.643 -0.965
C -4.781 3.016 -0.871
C -3.574 3.891 -1.175
C -5.337 3.289 0.517
C -5.859 3.199 -1.930
O -4.219 -0.985 -0.722
C -4.231 -1.669 -1.996
C -5.576 -2.374 -2.072
C -4.076 -0.678 -3.140
C -3.091 -2.677 -1.987
H -4.055 -0.484 4.597
H -4.591 1.034 3.858
H -2.864 0.608 3.883
H -5.570 -1.871 3.089
H -5.519 -1.596 1.340
H -6.179 -0.350 2.415
H -3.002 -2.275 3.086
H -1.949 -1.082 2.315
H -3.041 -2.074 1.328
H -2.774 3.717 -0.451
H -3.849 4.945 -1.134
H -3.190 3.669 -2.171
H -4.575 3.139 1.282
H -6.170 2.617 0.729
H -5.697 4.317 0.577
H -5.464 2.950 -2.915
H -6.204 4.234 -1.945
H -6.710 2.551 -1.720
H -6.386 -1.645 -2.027
H -5.687 -3.069 -1.240
H -5.661 -2.932 -3.005
H -4.883 0.054 -3.131
H -4.097 -1.210 -4.092
H -3.124 -0.145 -3.073
H -3.180 -3.339 -1.125
H -2.125 -2.171 -1.938
H -3.118 -3.284 -2.893
```

Computed properties:
* ΔE to the lowest compared entry with this formula, charge and spin: 0.0 kcal/mol
* electronic energy: -2823.792569 a.u.
* total charge: +1
* HOMO energy (alpha / beta): -10.8719 / -11.7392 eV

Record 6
# C15H13N5OPdS2

A molecular structure, C15H13N5OPdS2 at a distorted geometry (the ωB97M-V functional and the def2-TZVPD basis, the OMol25 dataset).

The geometry in XYZ format:
```
37
C15H13N5OPdS2 the ωB97M-V functional and the def2-TZVPD basis
Pd 0.091 -0.897 -0.329
S 0.705 -3.335 -0.723
C -0.711 -3.772 0.142
S -1.553 -2.424 0.804
C -1.131 -5.094 0.337
C -2.314 -5.390 1.040
N -3.287 -5.615 1.605
C -0.387 -6.188 -0.140
N 0.239 -7.079 -0.498
N -0.713 2.560 0.193
C -0.808 2.131 -1.103
C -1.217 3.059 -2.082
C -1.297 2.661 -3.394
C -0.970 1.347 -3.735
C -0.586 0.488 -2.726
N -0.514 0.876 -1.449
C -0.318 1.932 1.349
C -0.286 2.702 2.527
C 0.084 2.107 3.711
C 0.435 0.756 3.711
C 0.390 0.066 2.517
N 0.020 0.642 1.367
H -0.980 3.529 0.328
H -1.455 4.069 -1.790
H -1.601 3.362 -4.157
H -1.021 1.010 -4.755
H -0.317 -0.554 -2.937
H -0.549 3.748 2.487
H 0.100 2.682 4.626
H 0.732 0.263 4.622
H 0.647 -0.995 2.471
C 3.162 0.578 -0.566
O 2.376 -0.531 -1.003
H 4.086 0.634 -1.142
H 3.407 0.489 0.496
H 2.580 1.482 -0.742
H 2.963 -1.300 -1.065
```

Computed properties:
* electronic energy: -1851.950967 a.u.
* total charge: +2
* HOMO energy (alpha / beta): -15.0733 / -15.0725 eV

Record 7
# C15H21IN2OZr

A molecular structure, C15H21IN2OZr at a distorted geometry (the ωB97M-V functional and the def2-TZVPD basis, the OMol25 dataset).

The geometry in XYZ format:
```
41
C15H21IN2OZr the ωB97M-V functional and the def2-TZVPD basis
C -0.261 3.510 0.974
C 2.734 0.880 -0.953
H -0.754 3.860 0.061
H 0.820 3.192 0.741
H -0.090 4.392 1.602
H 2.785 0.455 -1.954
H 3.207 1.890 -1.021
H 3.386 0.268 -0.327
C -2.311 2.149 -0.994
C -3.642 1.873 -1.263
C -3.962 0.713 -1.963
C -2.927 -0.182 -2.191
H -2.083 3.136 -0.615
H -4.391 2.588 -0.937
H -4.970 0.510 -2.323
H -3.124 -1.110 -2.721
N -1.303 1.246 -1.085
C -1.628 0.056 -1.694
C -0.624 -1.013 -1.699
N 0.506 -0.801 -0.965
C 1.420 -1.800 -0.877
C 0.178 -3.213 -2.360
C 1.343 -2.965 -1.636
H 2.267 -1.625 -0.206
H 2.182 -3.656 -1.620
C -0.819 -2.250 -2.339
H -1.755 -2.411 -2.864
H 0.049 -4.129 -2.934
Zr 0.854 1.360 -0.064
I -1.426 2.164 2.286
C 2.569 -0.804 3.142
C 1.297 -0.821 2.322
C 0.044 -0.920 3.149
O 1.239 0.370 1.526
H 2.630 0.130 3.713
H 3.457 -0.883 2.506
H 2.594 -1.645 3.847
H 1.336 -1.693 1.664
H -0.082 -0.005 3.739
H -0.830 -1.037 2.505
H 0.087 -1.782 3.827
```

Computed properties:
* ΔE to the lowest compared entry with this formula, charge and spin: 37.0 kcal/mol
* electronic energy: -1113.119862 a.u.
* total charge: +2
* HOMO energy: -15.7032 eV

Record 8
# CH5NS2

2 unconnected molecules or ions with the total composition CH5NS2 at a distorted geometry (the ωB97M-V functional and the def2-TZVPD basis, the OMol25 dataset).

The geometry in XYZ format:
```
9
CH5NS2 the ωB97M-V functional and the def2-TZVPD basis
S -0.065 0.533 2.122
S -1.323 -0.408 0.781
H -0.144 -0.393 3.077
H -0.360 -1.107 0.155
C 1.488 0.210 -3.778
N 1.416 -0.554 -2.790
H 1.095 -0.132 -4.736
H 1.914 1.229 -3.806
H 1.788 -0.144 -1.932
```

Computed properties:
* ΔE to the lowest compared entry with this formula, charge and spin: 16.2 kcal/mol
* electronic energy: -892.186538 a.u.
* total charge: 0
* SMILES string: C=N.SS
* HOMO energy: -9.7261 eV

Record 9
# C3H5ClOS

2 unconnected molecules or ions with the total composition C3H5ClOS at a distorted geometry (the ωB97M-V functional and the def2-TZVPD basis, the OMol25 dataset).

The geometry in XYZ format:
```
11
C3H5ClOS the ωB97M-V functional and the def2-TZVPD basis
C 1.255 -0.004 -0.143
C 1.029 -1.524 -0.149
C -2.091 1.710 -0.027
O 0.952 0.686 -1.058
S -2.508 0.263 0.685
Cl 2.106 0.528 1.171
H 1.963 -1.959 0.185
H 0.662 -2.110 -0.945
H 0.385 -1.609 0.780
H -1.368 2.216 0.514
H -2.384 1.803 -1.012
```

Computed properties:
* ΔE to the lowest compared entry with this formula, charge and spin: 38.8 kcal/mol
* electronic energy: -1050.863768 a.u.
* total charge: 0
* SMILES string: CC(=O)Cl.C=S
* HOMO energy (alpha / beta): -8.9658 / -8.9655 eV

Record 10
# C4H15N5O

2 unconnected molecules or ions with the total composition C4H15N5O at a distorted geometry (the ωB97M-V functional and the def2-TZVPD basis, the OMol25 dataset).

The geometry in XYZ format:
```
25
C4H15N5O the ωB97M-V functional and the def2-TZVPD basis
C 1.571 0.504 0.382
C -1.084 -0.080 -2.632
C 2.536 1.675 0.451
N -1.406 0.241 -1.255
O -2.386 1.239 -1.137
H -3.187 0.727 -0.903
H 0.631 0.936 0.038
H 1.938 -0.264 -0.308
H -1.098 0.824 -3.248
H -1.795 -0.800 -3.047
H -0.078 -0.507 -2.689
H 2.184 2.427 1.165
H 2.554 2.192 -0.517
H 3.547 1.348 0.713
N 1.420 -0.113 1.758
C -1.435 -0.739 -0.275
N 0.842 -1.423 1.849
N -1.962 -0.307 0.911
N -1.246 -1.998 -0.506
H 1.101 0.569 2.452
H 1.051 -2.013 1.030
H 1.067 -1.878 2.739
H -1.834 0.699 0.990
H -1.465 -0.754 1.683
H -1.466 -2.504 0.356
```

Computed properties:
* ΔE to the lowest compared entry with this formula, charge and spin: 60.6 kcal/mol
* electronic energy: -510.302221 a.u.
* total charge: 0
* SMILES string: [H]/N=C(\N)N(C)O.CCNN
* HOMO energy: -7.4761 eV

Record 11
# C5H5FLiO4Yb

A molecular structure, C5H5FLiO4Yb at a distorted geometry (the ωB97M-V functional and the def2-TZVPD basis, the OMol25 dataset).

The geometry in XYZ format:
```
17
C5H5FLiO4Yb the ωB97M-V functional and the def2-TZVPD basis
H -1.051 -0.325 1.412
O -1.263 0.063 -0.608
O -3.342 -0.621 -0.506
O -2.782 1.034 -1.946
C -1.270 -0.888 0.492
C -2.648 -1.423 0.381
C -2.530 0.238 -1.103
H -3.234 -1.921 1.148
C 2.397 1.408 1.022
C 2.676 0.264 0.384
O 2.293 0.082 -0.889
Li 3.135 -1.178 -1.936
Yb 0.599 1.353 -1.487
F 1.450 2.226 0.374
H 2.651 1.762 2.014
H -0.409 -1.619 0.359
H 3.328 -0.456 0.890
```

Computed properties:
* electronic energy: -1759.370992 a.u.
* total charge: +3
* HOMO energy (alpha / beta): -18.0680 / -21.9914 eV
* 2S+1: 3